Here is an isolated molecule of C5H8N2 from the Open Molecules 2025 dataset. Energies are from ωB97M-V/def2-TZVPD.

Geometry as XYZ:
```
15
Properties=species:S:1:pos:R:3:forces:R:3
C -1.347 0.174 -1.885 -0.0738 0.0219 -0.1275
N -0.506 0.330 -0.718 -0.0173 -0.0333 0.2058
C -0.953 0.850 0.461 -0.0571 -0.0153 -0.0517
C -0.104 0.471 1.469 0.0333 -0.0328 0.0522
C 0.907 -0.343 0.879 -0.1613 0.0920 -0.0883
N 1.907 -1.015 1.606 0.1548 0.0923 -0.0435
C 0.642 -0.404 -0.469 0.0113 -0.0681 0.0293
H -2.247 0.776 -1.742 0.1474 -0.0503 -0.0743
H -0.848 0.503 -2.802 0.0168 -0.0377 0.1536
H -1.650 -0.873 -2.000 0.0250 0.1433 -0.0243
H -1.857 1.444 0.487 0.1257 -0.1081 0.0300
H -0.192 0.728 2.516 0.0124 -0.0097 -0.1552
H 2.272 -0.458 2.367 -0.0128 -0.0597 -0.0943
H 2.670 -1.348 1.032 -0.0729 0.0549 0.0339
H 1.175 -0.895 -1.274 -0.1314 0.0106 0.1543
```
Forces are in eV/Å.

Values from the calculation:
Total energy = -8294.487 eV
LUMO energy = 1.083 eV
Total charge = 0
Energy relative to the best compared isomer or geometry (same formula, charge and spin) = 11.8 kcal per mole
Gap between HOMO and LUMO = 8.55 eV
SMILES = Cn1ccc(N)c1